Entry 1:
Here is 2 unconnected molecules or ions with the total composition C25H24N3 in a non-equilibrium geometry from the OMol25 dataset. Energies are from the ωB97M-V functional and the def2-TZVPD basis.

Last column: Löwdin charge in e.
Geometry (Å):
C  2.224557  -1.434792  1.423984  0.02
C  1.934929  0.002170  1.350934  -0.16
N  2.914702  0.935430  1.383832  -0.01
C  4.335180  0.632029  1.410490  0.02
C  2.374134  2.223344  1.323717  -0.15
C  0.968465  2.093424  1.223504  -0.09
C  0.221083  3.248125  1.017421  -0.01
C  0.875134  4.490155  0.951815  -0.05
C  2.273438  4.588339  1.042903  -0.06
C  3.049775  3.434720  1.233826  0.00
C  0.671661  0.650581  1.210639  -0.08
C  -0.533092  -0.004426  0.975324  0.09
C  -1.818259  0.591988  1.218115  -0.19
C  -2.054220  1.557279  2.242832  -0.04
C  -3.289495  2.192873  2.358472  -0.06
C  -4.328154  1.885593  1.467293  -0.05
C  -4.142426  0.878268  0.507877  -0.06
C  -2.922733  0.216205  0.413880  -0.01
H  1.272798  -1.968935  1.474690  0.08
H  2.773422  -1.792275  0.537928  0.11
H  2.816572  -1.681514  2.319273  0.11
H  4.890253  1.569843  1.349621  0.09
H  4.612755  0.109720  2.335496  0.11
H  4.612973  -0.005263  0.559604  0.11
H  -0.857700  3.171037  0.915351  0.11
H  0.283178  5.397688  0.823025  0.11
H  2.756846  5.562562  0.960847  0.11
H  4.135221  3.462286  1.308941  0.11
H  -0.493531  -1.035115  0.634538  0.07
H  -1.246741  1.805360  2.935952  0.13
H  -3.441624  2.943844  3.137574  0.12
H  -5.278642  2.418874  1.527166  0.12
H  -4.953041  0.609260  -0.170463  0.11
H  -2.754718  -0.578405  -0.315003  0.10
C  -2.146769  -4.014780  0.168935  0.00
C  -1.448483  -3.257753  -0.894979  -0.36
N  -0.806254  -2.090271  -0.854183  0.11
C  -0.292186  -1.872823  -2.138978  -0.22
C  -0.686329  -2.937426  -2.967569  -0.19
C  -0.358881  -3.031419  -4.311040  -0.01
C  0.420226  -1.994407  -4.849551  -0.08
C  0.851356  -0.929142  -4.032957  -0.08
C  0.507516  -0.858012  -2.673281  -0.02
N  -1.408506  -3.788896  -2.138468  0.15
H  -2.049556  -3.478976  1.115331  0.08
H  -3.209930  -4.126529  -0.087622  0.09
H  -1.708393  -5.019454  0.261029  0.09
H  -0.712345  -3.885846  -4.891615  0.12
H  0.700031  -2.008147  -5.904852  0.11
H  1.465427  -0.145199  -4.476990  0.10
H  0.826378  -0.060628  -2.002036  0.10
H  -1.826012  -4.670580  -2.412557  0.17

Forces on atoms 1 to 2 (eV/Å):
C -0.1 -0.6 0.0
C 1.0 1.1 -0.7

Output
- ΔE to the lowest compared entry with this formula, charge and spin (kcal/mol) = 0.0
- frontier orbital gap (eV) = 6.747
- net charge = +1
- LUMO energy (Eh) = -0.1583
- total energy (eV) = -30779.607

---

Entry 2:
Here is a molecular structure, C25H25AgN2O2P in a non-equilibrium geometry from the OMol25 dataset. Energies are from the ωB97M-V functional and the def2-TZVPD basis.

Last column: Löwdin charge in e.
Geometry (Å):
Ag  0.909723  -0.615683  -0.207510  0.63
O  -0.802097  3.052168  -6.070407  -0.06
C  0.009560  3.710962  -5.022386  -0.16
C  0.223880  2.744237  -3.877207  -0.14
C  1.422426  2.794011  -3.113885  -0.02
C  1.707883  1.768160  -2.296587  -0.12
N  0.793329  0.789814  -1.929610  0.00
C  -0.362478  0.809211  -2.662340  -0.20
C  -0.760841  1.754244  -3.633327  0.07
C  -1.330635  -0.273233  -2.428951  -0.21
C  -2.650300  -0.087977  -2.911056  0.05
C  -3.605675  -1.043234  -2.696819  -0.19
C  -4.945870  -0.985161  -3.375520  -0.20
O  -5.101352  0.190896  -4.167972  -0.04
C  -3.358190  -2.105302  -1.844870  0.01
C  -2.038561  -2.182378  -1.321585  -0.08
N  -1.012669  -1.316724  -1.633437  0.04
H  -1.177519  3.752408  -6.623012  0.09
H  -0.402032  4.667449  -4.674946  0.13
H  1.031303  3.976502  -5.419072  0.13
H  2.169097  3.613279  -3.159801  0.14
H  2.721932  1.608492  -1.934420  0.12
H  -1.639972  1.590842  -4.211344  0.10
H  -2.927779  0.811088  -3.398783  0.10
H  -5.693089  -1.174318  -2.570602  0.14
H  -5.057940  -1.859168  -4.052704  0.14
H  -5.785895  -0.042007  -4.800314  0.09
H  -4.075829  -2.841914  -1.497737  0.12
H  -1.756688  -2.854164  -0.513585  0.10
C  2.521414  -2.705232  2.059296  -0.24
P  1.573473  -1.098541  2.002635  0.86
C  2.801269  0.035401  2.661873  -0.39
C  2.453312  0.746390  3.852210  -0.08
C  3.383658  1.623540  4.403750  -0.07
C  4.644002  1.830086  3.805467  -0.08
C  4.980475  1.176102  2.645342  -0.07
C  4.071392  0.218923  2.103619  -0.09
C  0.227317  -1.283878  3.159395  -0.43
C  -1.076427  -0.884841  2.832347  -0.11
C  -2.153400  -1.438898  3.535593  -0.07
C  -1.939114  -2.155703  4.737388  -0.07
C  -0.649063  -2.445643  5.123200  -0.08
C  0.431641  -1.975860  4.360382  -0.09
H  1.811651  -3.547487  1.894154  0.06
H  3.055766  -2.856781  3.019202  0.06
H  3.175450  -2.637134  1.186654  0.03
H  1.546955  0.490793  4.373967  0.09
H  3.154878  2.170526  5.344920  0.12
H  5.338939  2.525641  4.246782  0.11
H  5.899525  1.319571  2.099856  0.10
H  4.383769  -0.389498  1.263293  0.10
H  -1.201715  -0.058797  2.086123  0.11
H  -3.175135  -1.245807  3.156775  0.11
H  -2.818182  -2.464106  5.324743  0.12
H  -0.409571  -3.019661  6.003843  0.11
H  1.463999  -2.181605  4.766980  0.13

Forces on atoms 1 to 2 (eV/Å):
Ag -0.2 -0.1 0.0
O 0.8 1.2 1.5

Output
- ΔE to the lowest compared entry with this formula, charge and spin (kcal/mol) = 0.0
- frontier orbital gap (eV) = 8.319
- net charge = +1
- LUMO energy (Eh) = -0.1116
- total energy (eV) = -46687.791

---

Entry 3:
Here is a molecular structure, C25H25As2MgN6S3 from the OMol25 dataset. Energies are from the ωB97M-V functional and the def2-TZVPD basis.

Last column: Löwdin charge in e.
Geometry (Å):
Mg  1.496843  -0.137140  0.528212  0.09
N  1.217984  -3.887201  -1.957606  0.06
C  1.418049  -2.887398  -1.055385  -0.93
S  2.200427  -1.455948  -1.581094  0.55
N  1.023842  -3.206226  0.176100  -0.03
N  1.090148  -2.174554  1.036065  -0.10
C  1.033627  -2.427599  2.288958  -0.09
C  1.000654  -1.290978  3.219682  -0.26
C  1.141706  -1.452071  4.590717  -0.02
C  1.137632  -0.325610  5.394527  -0.06
C  0.990107  0.924772  4.814197  -0.05
C  0.853775  0.999150  3.437421  -0.13
N  0.848256  -0.081348  2.661075  0.03
H  1.312635  -3.634351  -2.924088  0.07
H  0.547006  -4.595709  -1.712513  0.08
H  1.008815  -3.448245  2.657687  0.12
H  1.265086  -2.444011  5.007855  0.11
H  1.255033  -0.421123  6.466741  0.10
H  0.992332  1.827562  5.408999  0.10
H  0.742573  1.946096  2.919354  0.10
S  3.565837  1.005754  1.222130  0.55
C  3.253200  2.566563  0.488685  -0.69
C  4.328230  3.467685  0.423937  -0.09
C  4.220327  4.739652  -0.112266  -0.21
C  5.362548  5.617540  -0.117318  -0.19
N  6.276164  6.317274  -0.107821  0.14
C  2.985771  5.153900  -0.631214  -0.21
C  1.912509  4.278662  -0.578431  -0.09
C  1.996606  2.994574  -0.023855  -0.67
S  0.514055  2.046962  0.001239  0.51
C  2.816533  6.459946  -1.213452  -0.19
N  2.670511  7.497684  -1.689377  0.14
H  5.281907  3.143760  0.819158  0.10
H  0.958395  4.599954  -0.976314  0.10
C  -3.524736  -3.612655  -0.862323  -0.35
As  -2.208710  -2.184948  -1.181075  1.12
C  -2.211953  -1.456673  0.643137  -0.31
C  -3.391714  -0.838872  -1.991661  -0.44
C  -4.779324  -0.905140  -1.891920  -0.12
C  -5.586990  0.054036  -2.490651  -0.10
C  -5.002752  1.098826  -3.192150  -0.10
C  -3.618457  1.181653  -3.282338  -0.11
C  -2.796220  0.224285  -2.689929  -0.42
As  -0.815609  0.333916  -2.727165  1.08
C  -0.612001  2.095925  -3.556730  -0.34
C  -0.642106  -0.733165  -4.377126  -0.33
H  -4.350366  -3.299474  -0.221704  0.01
H  -3.002926  -4.437084  -0.376387  0.01
H  -3.920067  -3.964872  -1.815066  0.02
H  -3.226784  -1.195761  0.942195  0.03
H  -1.585175  -0.564427  0.679229  0.00
H  -1.801900  -2.199366  1.328404  0.01
H  -5.247917  -1.716228  -1.348220  0.08
H  -6.665025  -0.013241  -2.406995  0.09
H  -5.622570  1.851974  -3.665175  0.10
H  -3.176477  2.017677  -3.810273  0.08
H  -1.041909  2.142916  -4.557360  0.02
H  0.454676  2.309250  -3.611556  0.02
H  -1.067151  2.846241  -2.912033  0.01
H  -1.259910  -0.318758  -5.174193  0.02
H  -0.960969  -1.753657  -4.167630  0.00
H  0.402709  -0.748283  -4.687856  0.01

Forces on atoms 1 to 2 (eV/Å):
Mg 0.3 0.5 -0.3
N 0.2 0.1 -0.1

Output
- ΔE to the lowest compared entry with this formula, charge and spin (kcal/mol) = 0.0
- frontier orbital gap (eV) = 6.138
- net charge = -1
- LUMO energy (Eh) = 0.0662
- total energy (eV) = -194904.243

---

Entry 4:
Here is a molecular structure, C25H25MnN5SSi from the OMol25 dataset. Energies are from the ωB97M-V functional and the def2-TZVPD basis.

Last column: Löwdin charge in e.
Geometry (Å):
Mn  1.054672  0.435321  0.036526  0.57
C  0.119046  3.818790  -3.560338  -0.01
C  1.265791  3.098991  -3.258947  -0.03
C  1.455518  2.626469  -1.972538  0.00
C  0.485591  2.866687  -0.982128  -0.25
C  -0.674384  3.596777  -1.295703  -0.01
C  -0.843509  4.066739  -2.578945  -0.02
N  0.713974  2.234414  0.233297  0.03
C  0.257434  2.639988  1.492941  -0.20
C  -0.304544  3.859223  1.857698  0.03
C  -0.664274  4.047724  3.186783  -0.02
C  -0.448494  3.062847  4.144471  -0.01
C  0.177327  1.862843  3.808421  0.03
C  0.512822  1.680839  2.490578  -0.16
N  1.286607  0.622952  1.926855  -0.01
N  2.272779  0.185883  2.532096  0.21
C  3.181881  -0.437053  1.645354  -0.28
C  4.270786  -1.117546  2.133839  0.06
C  5.206569  -1.585333  1.213274  0.01
C  5.015896  -1.327133  -0.131121  0.01
C  3.882241  -0.632017  -0.538395  -0.09
N  2.976391  -0.192345  0.331569  -0.03
H  -0.029189  4.200531  -4.561427  0.13
H  2.020214  2.932780  -4.015144  0.13
H  2.386068  2.146768  -1.688695  0.11
H  -1.447138  3.755709  -0.557970  0.11
H  -1.736199  4.622382  -2.831493  0.13
H  -0.424853  4.658185  1.140713  0.12
H  -1.107565  4.988243  3.483736  0.13
H  -0.740922  3.240661  5.170093  0.13
H  0.397017  1.107210  4.550088  0.13
H  4.379391  -1.262545  3.199264  0.14
H  6.076290  -2.131912  1.551175  0.13
H  5.727305  -1.660620  -0.872876  0.13
H  3.686808  -0.438174  -1.584917  0.13
C  -1.181195  -4.015827  -2.560509  -0.17
Si  -2.135724  -3.820975  -0.971396  0.52
C  -3.919979  -4.299285  -1.184519  -0.17
C  -1.340550  -4.734627  0.444448  -0.17
C  -2.125430  -1.955029  -0.516433  -0.19
C  -3.301252  -1.229493  -0.313112  -0.02
C  -3.286847  0.119125  0.035735  -0.01
C  -2.075154  0.757254  0.171490  -0.08
N  -0.932707  0.093320  -0.037189  -0.06
C  -0.966138  -1.210419  -0.354684  -0.63
S  0.720763  -1.716897  -0.459590  0.82
H  -1.291347  -5.038250  -2.928598  0.05
H  -0.113678  -3.829743  -2.432754  0.01
H  -1.555534  -3.346322  -3.337300  0.04
H  -3.976017  -5.351003  -1.473280  0.05
H  -4.413189  -3.724517  -1.971134  0.04
H  -4.494088  -4.190495  -0.262179  0.04
H  -1.317360  -5.804995  0.228649  0.05
H  -1.901848  -4.597642  1.370586  0.04
H  -0.311722  -4.413494  0.617444  0.01
H  -4.257028  -1.727418  -0.422804  0.11
H  -4.204459  0.664416  0.203223  0.12
H  -2.006882  1.798016  0.455796  0.11

Forces on atoms 1 to 2 (eV/Å):
Mn -0.1 0.5 0.1
C 0.0 0.0 0.0

Output
- 2S+1 = 2
- ΔE to the lowest compared entry with this formula, charge and spin (kcal/mol) = 0.0
- frontier orbital gap (spin up / spin down) (eV) = 5.600 / 5.648
- net charge = +2
- expectation value of S² = 0.7959
- LUMO energy (spin up / spin down) (Eh) = -0.3195 / -0.3219
- total energy (eV) = -83799.044